[1]
{
  "formula": "C10H40BeN20O14S",
  "method": "ωB97M-V/def2-TZVPD",
  "e_homo_ev": -7.76,
  "largest_force_ev_per_a": 16.3,
  "molar_mass_g_mol": 705.63,
  "de_lowest_kcal_mol": 1162.5,
  "elements": ["Be", "S", "O", "O", "O", "O", "C", "O", "N", "N", "H", "H", "H", "H", "C", "O", "N", "N", "H", "H", "H", "H", "C", "O", "N", "N", "H", "H", "H", "H", "C", "O", "N", "N", "H", "H", "H", "H", "C", "O", "N", "N", "H", "H", "H", "H", "C", "O", "N", "N", "H", "H", "H", "H", "C", "O", "N", "N", "H", "H", "H", "H", "C", "O", "N", "N", "H", "H", "H", "H", "C", "O", "N", "N", "H", "H", "H", "H", "C", "O", "N", "N", "H", "H", "H", "H"],
  "xyz": [[16.4586, 13.6670, -5.8356], [16.2440, 12.3819, -7.8637], [16.8459, 12.4083, -9.1982], [17.2370, 12.2164, -6.8476], [15.6022, 13.6430, -7.6778], [15.1639, 11.3877, -7.7977], [18.9190, 12.7721, -5.3943], [18.0558, 13.4817, -4.8285], [19.0523, 12.5497, -6.6096], [19.9655, 12.3948, -4.7431], [19.9114, 12.2579, -7.0534], [18.2676, 12.4626, -7.2395], [20.1429, 12.7683, -3.8216], [20.6808, 11.9130, -5.2688], [14.3390, 11.6380, -10.6342], [13.7208, 11.2636, -11.6454], [13.9212, 12.2217, -9.6088], [15.6549, 11.5634, -10.5913], [14.6449, 12.1816, -8.9053], [12.9815, 12.5892, -9.5641], [16.1563, 12.1002, -9.8980], [15.9445, 11.0668, -11.4217], [12.5139, 10.3414, -7.2205], [11.6929, 9.6080, -6.7936], [12.8861, 11.4627, -6.6025], [13.2460, 10.0630, -8.2801], [13.6986, 11.9147, -6.9969], [12.1336, 11.9246, -6.1121], [14.1444, 10.4427, -8.5425], [12.8865, 9.2448, -8.7505], [18.1564, 14.9449, -7.6367], [17.5192, 14.2922, -6.8126], [19.2918, 14.6378, -8.3037], [17.7663, 16.1198, -7.8763], [19.5494, 13.7079, -8.0056], [19.6941, 15.1290, -9.0892], [18.3612, 16.4768, -8.6102], [17.0779, 16.5581, -7.2813], [15.2867, 15.3575, -9.9266], [15.0367, 16.0066, -10.9037], [16.0594, 14.3419, -10.1341], [14.7935, 15.4682, -8.7553], [16.3071, 13.8784, -9.2716], [16.5151, 14.1057, -11.0039], [15.1250, 14.7961, -8.0783], [14.0500, 16.1049, -8.5062], [18.6294, 9.8466, -6.5001], [19.5500, 9.0782, -6.7293], [17.9482, 10.4369, -7.4060], [18.1080, 10.1726, -5.3651], [18.3324, 10.2841, -8.3275], [17.5013, 11.3303, -7.2565], [17.2698, 10.7360, -5.3777], [18.2770, 9.7795, -4.4503], [15.5154, 8.8596, -9.3277], [15.1187, 7.7888, -9.6879], [15.2193, 9.5390, -8.2440], [16.3972, 9.4398, -10.0951], [14.5519, 9.1813, -7.5756], [15.5296, 10.4722, -8.0138], [16.6820, 10.3747, -9.8405], [16.9072, 8.9072, -10.7852], [15.5520, 11.4842, -4.7778], [16.4047, 12.3209, -4.9408], [15.4802, 10.5689, -3.9043], [14.8325, 11.1807, -5.7316], [14.9094, 9.7366, -3.9436], [16.2757, 10.4454, -3.2943], [14.7636, 11.8049, -6.5226], [13.9802, 10.6524, -5.6107], [13.7197, 13.8932, -6.1631], [14.6008, 13.3219, -5.6266], [13.7309, 14.2123, -7.4355], [12.5698, 14.1352, -5.6266], [12.8249, 14.3118, -7.8708], [14.5547, 13.7731, -7.8210], [11.9643, 14.8842, -5.9306], [12.4428, 13.9432, -4.6431], [18.9212, 12.6759, -10.3480], [19.6957, 12.6250, -11.3063], [18.0610, 13.5826, -10.3192], [18.6915, 11.7532, -9.4310], [17.3380, 13.4838, -9.6208], [18.0831, 14.2366, -11.0886], [19.3150, 10.9888, -9.6475], [17.7368, 11.7262, -9.1024]],
  "lowdin_charge": [0.36, 0.74, -0.20, -0.19, -0.20, -0.24, -0.66, 0.05, 0.13, 0.21, 0.16, -0.05, 0.14, 0.13, -0.73, 0.03, 0.18, 0.14, 0.03, 0.16, -0.20, 0.15, -0.73, 0.09, 0.12, 0.15, 0.06, 0.14, 0.03, 0.16, -0.58, 0.01, 0.22, 0.25, 0.09, 0.15, 0.15, 0.16, -0.75, 0.06, 0.15, 0.17, 0.05, 0.15, -0.01, 0.15, -0.74, 0.05, 0.16, 0.21, 0.10, -0.22, 0.08, 0.14, -0.72, 0.06, 0.12, 0.16, 0.14, -0.20, 0.06, 0.14, -0.70, -0.01, 0.24, 0.15, 0.15, 0.14, 0.02, 0.14, -0.67, 0.08, 0.13, 0.21, 0.16, -0.16, 0.14, 0.14, -0.72, 0.04, 0.09, 0.17, -0.04, 0.16, 0.15, -0.11]
}

[2]
{
  "formula": "C10H40ClN20O14",
  "method": "ωB97M-V/def2-TZVPD",
  "e_homo_ev": -7.19,
  "largest_force_ev_per_a": 4.0,
  "molar_mass_g_mol": 700.01,
  "charge": -1,
  "de_lowest_kcal_mol": 30.7,
  "elements": ["Cl", "O", "O", "O", "O", "C", "O", "N", "N", "H", "H", "H", "H", "C", "O", "N", "N", "H", "H", "H", "H", "C", "O", "N", "N", "H", "H", "H", "H", "C", "O", "N", "N", "H", "H", "H", "H", "C", "O", "N", "N", "H", "H", "H", "H", "C", "O", "N", "N", "H", "H", "H", "H", "C", "O", "N", "N", "H", "H", "H", "H", "C", "O", "N", "N", "H", "H", "H", "H", "C", "O", "N", "N", "H", "H", "H", "H", "C", "O", "N", "N", "H", "H", "H", "H"],
  "xyz": [[0.7079, 0.1624, 0.2959], [0.2184, 0.9553, 1.4126], [1.4253, 1.0116, -0.5979], [1.6359, -0.8379, 0.8021], [-0.3714, -0.5857, -0.3640], [-1.8400, -4.6828, -2.5495], [-0.7513, -4.8830, -3.0982], [-1.9217, -3.8225, -1.5160], [-2.8925, -5.4739, -2.7647], [-1.2211, -3.1249, -1.3394], [-2.7776, -3.8642, -0.9883], [-2.6917, -6.3775, -3.1498], [-3.7523, -5.1442, -2.3629], [-0.1440, -0.4109, 5.2016], [0.2057, -0.3811, 6.3894], [0.4720, -1.2379, 4.3263], [-1.1976, 0.3255, 4.8197], [1.4407, -1.4380, 4.4993], [0.1221, -1.3307, 3.3868], [-1.4643, 0.1739, 3.8510], [-1.7574, 0.6787, 5.5714], [-1.1128, -3.9533, 1.9376], [-1.3570, -5.1298, 2.1915], [-0.1507, -3.5583, 1.0696], [-1.6526, -2.9214, 2.6102], [0.5280, -4.1982, 0.6990], [0.0220, -2.5754, 0.9652], [-1.7974, -1.9755, 2.2496], [-1.9759, -3.2415, 3.5092], [-3.2956, -0.9944, -3.8149], [-3.8278, -1.9274, -4.3977], [-2.3630, -1.1210, -2.8375], [-3.5161, 0.3124, -4.1643], [-1.8839, -0.3451, -2.4083], [-2.2098, -2.0652, -2.4980], [-3.2783, 1.1645, -3.6796], [-3.8812, 0.3487, -5.1024], [2.7661, 1.6779, 4.2494], [3.4216, 2.2177, 5.1398], [3.1984, 0.6148, 3.5562], [1.5071, 2.0787, 3.9154], [2.7743, 0.1223, 2.7872], [4.1812, 0.4403, 3.6978], [1.1097, 1.4869, 3.1941], [1.0836, 2.8646, 4.3674], [5.1216, -0.1905, -1.2872], [6.3298, 0.0303, -1.3381], [4.3596, -0.1525, -2.4385], [4.4275, -0.0493, -0.1409], [4.9359, 0.0838, -3.2298], [3.6597, -0.8788, -2.4784], [4.9136, 0.0671, 0.7314], [3.4732, -0.4145, -0.1911], [-2.1880, 2.9162, -1.2490], [-2.2758, 2.0240, -2.1102], [-1.4430, 2.9262, -0.1404], [-2.8705, 4.0678, -1.4657], [-0.9454, 2.0777, 0.0653], [-1.4238, 3.7853, 0.3727], [-2.8022, 4.8661, -0.8622], [-3.2379, 4.1383, -2.3987], [-3.4057, -0.0234, 1.7527], [-2.4561, -0.3552, 2.4872], [-3.5026, -0.5246, 0.4957], [-4.2263, 1.0086, 1.9694], [-2.7857, -1.1392, 0.1571], [-4.3411, -0.5430, -0.0603], [-4.0565, 1.6162, 2.7503], [-5.0029, 1.0421, 1.3345], [4.1825, 3.7407, 0.4776], [4.2395, 4.9196, 0.8173], [3.3566, 2.8176, 0.9825], [5.0149, 3.0798, -0.3833], [2.8366, 3.1417, 1.7847], [3.2582, 1.9070, 0.5771], [5.7263, 3.6953, -0.7464], [4.7934, 2.1974, -0.8003], [0.5707, 0.9831, -4.8548], [0.2908, 0.4787, -5.9488], [-0.1266, 2.0105, -4.3175], [1.4296, 0.4748, -3.9391], [-0.2240, 2.0915, -3.3188], [-0.9578, 2.3350, -4.7827], [2.0364, -0.2620, -4.2530], [1.5806, 0.9759, -3.0825]],
  "lowdin_charge": [0.67, -0.36, -0.33, -0.37, -0.35, -0.70, 0.01, 0.14, 0.17, 0.08, 0.11, 0.11, 0.10, -0.72, -0.02, 0.18, 0.16, 0.10, 0.06, 0.04, 0.10, -0.71, 0.01, 0.16, 0.15, 0.11, 0.04, 0.04, 0.11, -0.69, 0.01, 0.17, 0.14, 0.06, 0.05, 0.05, 0.10, -0.71, 0.01, 0.16, 0.17, 0.07, 0.11, 0.04, 0.11, -0.69, 0.02, 0.15, 0.15, 0.10, 0.09, 0.12, 0.07, -0.66, -0.02, 0.21, 0.15, 0.05, 0.11, 0.10, 0.11, -0.62, -0.04, 0.18, 0.18, 0.07, 0.11, 0.12, 0.11, -0.69, 0.01, 0.16, 0.15, 0.10, 0.04, 0.10, 0.06, -0.68, 0.00, 0.14, 0.16, 0.07, 0.09, 0.09, 0.07]
}

[3]
{
  "formula": "C10H40N20O10",
  "method": "ωB97M-V/def2-TZVPD",
  "e_homo_ev": [-10.99, -10.99],
  "largest_force_ev_per_a": 6.4,
  "molar_mass_g_mol": 600.56,
  "spin_multiplicity": 2,
  "charge": 1,
  "s2": 0.753,
  "de_lowest_kcal_mol": 0.0,
  "elements": ["C", "O", "N", "N", "H", "H", "H", "H", "C", "O", "N", "N", "H", "H", "H", "H", "C", "O", "N", "N", "H", "H", "H", "H", "C", "O", "N", "N", "H", "H", "H", "H", "C", "O", "N", "N", "H", "H", "H", "H", "C", "O", "N", "N", "H", "H", "H", "H", "C", "O", "N", "N", "H", "H", "H", "H", "C", "O", "N", "N", "H", "H", "H", "H", "C", "O", "N", "N", "H", "H", "H", "H", "C", "O", "N", "N", "H", "H", "H", "H"],
  "xyz": [[10.9983, 25.0720, -13.6284], [10.1115, 24.2711, -13.4380], [12.2432, 24.8133, -13.6040], [10.7609, 26.2861, -13.8759], [12.5697, 23.8912, -13.3526], [12.8684, 25.5951, -13.7384], [9.8468, 26.5204, -14.2359], [11.5347, 26.9215, -14.0090], [5.9420, 28.6378, -13.1235], [5.9131, 27.8139, -12.1902], [5.0649, 29.5539, -13.2465], [6.7677, 28.7195, -14.1017], [4.2004, 29.5550, -12.7242], [4.9814, 30.2251, -13.9965], [6.7049, 29.5210, -14.7132], [7.6025, 28.1761, -14.2686], [1.9494, 30.7390, -13.6662], [2.1123, 30.7734, -12.4523], [1.5172, 31.7741, -14.2939], [1.9705, 29.6796, -14.4394], [1.3859, 32.6675, -13.8414], [1.2774, 31.6748, -15.2700], [2.4160, 29.8302, -15.3333], [2.1989, 28.8240, -13.9537], [4.3179, 34.0525, -12.5033], [3.5668, 34.5000, -13.3436], [4.8421, 32.8802, -12.6719], [4.4023, 34.4702, -11.2614], [4.6847, 32.3555, -13.5204], [5.2585, 32.3825, -11.8980], [5.2070, 34.1285, -10.7556], [4.1760, 35.4369, -11.0760], [5.4831, 31.7517, -16.1675], [4.9750, 31.2468, -15.2148], [6.6988, 32.1697, -16.2255], [4.8634, 31.8990, -17.2713], [7.3198, 32.4301, -15.4727], [7.0816, 32.2555, -17.1562], [3.8678, 31.7580, -17.1763], [5.2847, 32.5543, -17.9141], [7.0889, 25.2089, -14.7426], [7.7747, 26.1919, -14.3784], [7.6849, 24.2266, -15.3782], [5.7845, 25.0388, -14.6960], [8.6791, 24.3215, -15.2277], [7.1666, 23.6182, -15.9958], [5.3371, 25.8538, -14.3015], [5.2870, 24.2525, -15.0889], [7.1627, 23.4670, -11.6056], [6.2473, 22.8031, -11.1312], [8.1691, 22.7964, -12.1014], [7.3280, 24.7321, -11.4714], [8.3120, 21.8150, -12.2928], [8.8857, 23.3698, -12.5231], [6.5127, 25.3284, -11.4769], [8.1482, 25.2073, -11.8199], [3.1899, 26.3399, -10.2589], [3.0941, 25.6341, -11.2507], [4.0427, 27.3549, -10.0616], [2.6238, 26.1080, -9.1253], [4.7114, 27.6057, -10.7758], [3.9786, 27.8587, -9.1885], [3.0671, 26.5278, -8.3207], [2.0063, 25.3092, -9.0970], [8.9079, 27.3945, -10.3430], [9.8589, 27.0157, -9.7122], [8.9278, 27.6970, -11.6568], [7.6787, 27.5345, -9.9487], [9.7801, 27.4054, -12.1136], [8.0874, 27.7439, -12.2150], [7.6027, 27.5961, -8.9435], [6.9060, 27.7184, -10.5726], [9.9163, 27.8034, -16.7285], [9.9553, 28.6390, -15.8863], [9.0693, 26.7865, -16.7309], [10.6137, 27.7628, -17.7906], [8.4815, 26.6452, -15.9218], [9.1644, 25.9609, -17.3049], [11.3938, 28.3783, -17.9715], [10.3690, 27.0191, -18.4287]],
  "lowdin_charge": [-0.79, 0.01, 0.21, 0.20, 0.14, 0.13, 0.08, 0.14, -0.72, -0.05, 0.20, 0.21, 0.10, 0.03, 0.11, 0.08, -0.80, 0.03, 0.18, 0.16, 0.13, 0.11, 0.10, 0.11, -0.79, 0.02, 0.17, 0.17, 0.07, 0.11, 0.10, 0.12, -0.78, 0.02, 0.20, 0.20, 0.14, 0.12, 0.13, 0.13, -0.69, -0.06, 0.18, 0.22, 0.10, 0.13, 0.12, 0.13, -0.60, 0.39, 0.25, 0.29, 0.15, 0.07, 0.13, 0.12, -0.76, 0.01, 0.16, 0.15, 0.04, 0.11, 0.11, 0.13, -0.78, 0.05, 0.17, 0.17, 0.08, 0.05, 0.12, 0.05, -0.83, 0.06, 0.16, 0.18, 0.04, 0.11, 0.13, 0.12]
}

[4]
{
  "formula": "C10H40O10",
  "method": "ωB97M-V/def2-TZVPD",
  "e_homo_ev": -9.67,
  "largest_force_ev_per_a": 3.0,
  "molar_mass_g_mol": 320.42,
  "smiles": "CO.CO.CO.CO.CO.CO.CO.CO.CO.CO",
  "de_lowest_kcal_mol": 126.6,
  "elements": ["C", "O", "H", "H", "H", "H", "C", "O", "H", "H", "H", "H", "C", "O", "H", "H", "H", "H", "C", "O", "H", "H", "H", "H", "C", "O", "H", "H", "H", "H", "C", "O", "H", "H", "H", "H", "C", "O", "H", "H", "H", "H", "C", "O", "H", "H", "H", "H", "C", "O", "H", "H", "H", "H", "C", "O", "H", "H", "H", "H"],
  "xyz": [[-15.5532, 5.0810, 1.7654], [-15.7210, 3.9678, 2.5490], [-14.8966, 4.8516, 0.9262], [-16.5550, 5.4334, 1.5200], [-15.0866, 5.9092, 2.2987], [-16.5401, 3.8717, 3.0404], [-15.7150, 1.4600, -1.0438], [-16.1116, 1.3624, -2.4034], [-15.5777, 2.5154, -0.8083], [-16.4279, 1.0161, -0.3489], [-14.7810, 0.9714, -0.7664], [-16.9568, 1.7952, -2.5443], [-11.5759, 5.4308, 3.9029], [-10.1643, 5.2169, 3.7086], [-11.7650, 5.7972, 4.9119], [-12.0642, 6.1678, 3.2653], [-12.0175, 4.4428, 3.7730], [-9.9103, 4.3991, 4.1427], [-12.3189, 2.7145, 0.9226], [-12.1058, 1.5895, 0.1322], [-12.4562, 2.4978, 1.9820], [-11.4612, 3.3844, 0.9832], [-13.1746, 3.3367, 0.6602], [-11.8498, 1.8626, -0.7519], [-8.8794, 6.2671, 0.3460], [-8.9658, 7.5363, 0.8364], [-7.8422, 5.9568, 0.4729], [-9.5332, 5.6751, 0.9864], [-8.9970, 6.2462, -0.7375], [-8.8435, 7.5168, 1.7884], [-15.0242, 0.0132, 1.9218], [-16.1618, 0.7776, 2.1667], [-14.5742, -0.4416, 2.8043], [-15.2131, -0.8088, 1.2314], [-14.2901, 0.6141, 1.3850], [-16.0411, 1.6550, 2.5371], [-12.9369, -2.1897, -1.0945], [-12.4036, -1.9355, 0.2888], [-13.6814, -2.9748, -1.2260], [-13.4054, -1.2839, -1.4793], [-12.0894, -2.3645, -1.7573], [-12.0748, -1.0364, 0.3608], [-13.3367, 2.3203, 5.6868], [-13.7813, 1.0062, 5.5854], [-13.5131, 2.7698, 4.7096], [-13.9830, 2.9148, 6.3324], [-12.3135, 2.5635, 5.9731], [-14.7091, 0.9427, 5.3473], [-13.2572, 0.5072, -3.9922], [-14.4153, -0.2773, -4.0038], [-12.7305, 0.4782, -3.0383], [-12.5425, 0.0967, -4.7055], [-13.4416, 1.5514, -4.2444], [-15.0436, 0.2173, -3.4726], [-9.6093, 2.4940, -1.5179], [-10.5509, 1.6925, -2.2454], [-8.8284, 2.9230, -2.1459], [-10.0337, 3.2810, -0.8945], [-9.1014, 1.9330, -0.7334], [-9.9192, 1.0444, -2.5655]],
  "lowdin_charge": [-0.18, -0.12, 0.07, 0.09, 0.07, 0.09, -0.13, -0.12, 0.08, 0.08, 0.06, 0.09, -0.13, -0.13, 0.08, 0.08, 0.05, 0.07, -0.17, -0.10, 0.07, 0.06, 0.07, 0.04, -0.21, -0.11, 0.08, 0.07, 0.08, 0.08, -0.17, -0.12, 0.08, 0.08, 0.05, 0.05, -0.09, -0.15, 0.08, 0.04, 0.07, 0.04, -0.19, -0.10, 0.05, 0.08, 0.08, 0.08, -0.19, -0.12, 0.04, 0.08, 0.08, 0.02, -0.14, -0.12, 0.09, 0.06, 0.09, 0.09]
}